{
  "formula": "C5H15N3",
  "method": "ωB97M-V/def2-TZVPD",
  "elements": ["N", "C", "C", "C", "N", "C", "C", "N", "H", "H", "H", "H", "H", "H", "H", "H", "H", "H", "H", "H", "H", "H", "H"],
  "coordinates": [[2.27224, 1.64855, -0.84200], [0.89031, 1.40299, -1.22558], [0.74503, 0.10286, -2.00552], [0.46963, -1.14597, -1.14877], [-0.77438, -1.21988, -0.43621], [-0.79483, -1.18864, 1.01216], [-1.81420, -0.34657, 1.75685], [-1.32710, 0.51977, 2.83709], [2.84524, 1.96997, -1.59440], [2.38517, 2.15837, 0.01445], [0.32556, 1.41466, -0.29619], [0.50215, 2.15833, -1.92240], [1.64559, -0.17243, -2.55525], [-0.11176, 0.07331, -2.68604], [1.29549, -1.48817, -0.51815], [0.47091, -2.01164, -1.85587], [-1.51564, -0.64901, -0.82112], [-1.13702, -2.21931, 1.30023], [0.21492, -1.19213, 1.43151], [-2.24117, 0.35223, 1.00427], [-2.68581, -0.88844, 2.11330], [-0.32387, 0.66058, 2.69367], [-1.33646, 0.06055, 3.74397]],
  "atomic_forces_ev_per_a": [[-0.212, -0.857, 0.181], [0.362, 0.265, -0.858], [-0.444, -1.537, 1.186], [0.515, -1.667, -0.983], [-0.633, 1.186, 0.367], [-0.457, -3.314, 0.921], [-0.449, 2.174, -0.960], [0.998, -0.308, 0.347], [0.290, 0.347, -0.092], [0.082, 0.329, -0.131], [-0.462, -0.136, -0.169], [-0.074, 0.424, 0.506], [0.063, 0.524, -0.253], [0.173, 0.655, -0.215], [0.001, 0.750, 0.447], [-0.058, 0.545, -0.042], [0.174, 0.041, -0.156], [0.525, 0.296, -0.004], [0.042, 0.731, -0.063], [0.066, -0.219, 0.170], [0.183, -0.364, 0.073], [-0.345, 0.296, -0.113], [-0.342, -0.160, -0.161]],
  "gap_ev": 9.100,
  "lumo_energy_ev": 1.08,
  "e_tot_ha": -363.71607,
  "smiles": "NCCCNCCN",
  "multiplicity": 1,
  "total_charge": 0
}